(1)
{"formula": "C2H3NOS2", "method": "ωB97M-V with the def2-TZVPD basis set", "elements": ["C", "C", "N", "O", "S", "S", "H", "H", "H"], "coordinates": [[-0.797, -0.405, 1.047], [0.416, -0.650, -0.867], [0.093, -0.429, 1.880], [-0.774, -0.622, -0.290], [1.647, -1.610, -0.038], [1.228, 1.137, -0.828], [-1.737, -0.193, 1.488], [0.413, -0.697, -1.925], [1.200, 1.182, 0.636]], "lowdin_charge": [-0.424, -1.061, 0.138, -0.133, 0.734, 0.659, 0.121, 0.045, -0.078], "multiplicity": 3, "total_charge": 0, "gap_ev": [9.748, 7.073]}



(2)
{"formula": "C3N2O3", "method": "ωB97M-V with the def2-TZVPD basis set", "elements": ["C", "C", "C", "N", "N", "O", "O", "O"], "coordinates": [[-0.188, -1.814, -0.922], [0.644, -1.217, -0.034], [-0.298, 1.567, 0.639], [-0.933, -2.024, -1.822], [0.187, 1.029, -0.427], [-0.185, 2.764, 0.056], [1.508, -1.571, 0.757], [-0.735, 1.266, 1.753]], "lowdin_charge": [-0.367, -0.363, -0.995, 0.008, 0.131, -0.203, -0.094, -0.118], "multiplicity": 1, "total_charge": -2, "gap_ev": [5.297, 5.310]}



(3)
{"formula": "C11H10BrF3W", "method": "ωB97M-V with the def2-TZVPD basis set", "elements": ["C", "C", "C", "H", "C", "C", "H", "H", "H", "H", "W", "Br", "C", "C", "C", "H", "C", "C", "H", "H", "H", "H", "F", "C", "F", "F"], "coordinates": [[1.753, -0.775, -1.089], [2.612, -0.364, -0.011], [2.092, -0.891, 1.189], [3.525, 0.224, -0.110], [0.957, -1.724, 0.891], [0.799, -1.716, -0.541], [0.181, -2.403, -1.099], [1.903, -0.561, -2.145], [2.546, -0.793, 2.167], [0.403, -2.373, 1.576], [-0.139, 0.266, -0.027], [1.353, 2.327, -0.179], [-2.267, 0.566, -0.140], [-2.077, -0.601, -0.961], [-1.171, -0.264, -2.014], [-2.647, -1.527, -0.854], [-0.843, 1.122, -1.904], [-1.589, 1.663, -0.785], [-1.784, 2.706, -0.588], [-2.855, 0.599, 0.771], [-0.850, -0.930, -2.812], [-0.217, 1.671, -2.602], [0.007, -0.185, 3.249], [-0.382, 0.861, 2.451], [-1.681, 1.161, 2.767], [0.371, 1.943, 2.799]], "lowdin_charge": [-0.215, -0.221, -0.129, 0.097, -0.176, -0.287, 0.107, 0.116, 0.116, 0.117, 1.253, 0.253, -0.229, -0.149, -0.174, 0.125, -0.274, -0.279, 0.119, 0.116, 0.130, 0.109, 0.013, -0.539, 0.008, -0.007], "multiplicity": 3, "total_charge": 0, "gap_ev": [6.389, 7.130]}



(4)
{"formula": "C6H6", "method": "ωB97M-V with the def2-TZVPD basis set", "elements": ["C", "C", "C", "C", "C", "C", "H", "H", "H", "H", "H", "H"], "coordinates": [[2.260, -0.599, 0.127], [2.328, -1.843, 0.472], [1.079, 1.166, 0.666], [2.498, 0.808, 0.214], [1.413, 0.326, -0.649], [-1.336, -1.462, 0.677], [0.687, 0.644, 1.512], [1.010, 2.226, 0.650], [3.506, 1.287, 0.086], [-0.279, -1.198, 0.915], [-2.029, -2.026, 1.287], [-1.534, -1.458, -0.428]], "lowdin_charge": [-0.430, 0.214, -0.022, -0.191, 0.090, 0.076, 0.081, 0.085, 0.167, -0.050, -0.023, 0.003], "multiplicity": 1, "total_charge": 0, "gap_ev": [9.224, 6.352]}



(5)
{"formula": "C36H34N8O4SY", "method": "ωB97M-V with the def2-TZVPD basis set", "elements": ["Y", "C", "C", "O", "C", "C", "C", "N", "N", "C", "O", "C", "C", "C", "C", "C", "C", "H", "H", "H", "H", "H", "H", "H", "H", "H", "H", "H", "H", "N", "C", "C", "C", "C", "C", "C", "N", "C", "C", "C", "C", "N", "C", "C", "H", "H", "H", "H", "H", "H", "H", "H", "H", "N", "C", "C", "O", "O", "H", "H", "H", "H", "H", "S", "C", "C", "C", "N", "C", "C", "C", "C", "C", "N", "C", "C", "H", "H", "H", "H", "H", "H", "H", "H"], "coordinates": [[0.319, -0.479, -0.154], [3.037, -0.429, 3.459], [1.925, 0.042, 2.566], [1.747, -0.642, 1.475], [1.179, 1.147, 2.905], [0.120, 1.773, 2.173], [-0.458, 3.028, 2.759], [-0.339, 1.321, 1.030], [-1.366, 2.079, 0.437], [-1.800, 1.560, -0.668], [-1.384, 0.428, -1.203], [-2.827, 2.324, -1.427], [-3.342, 1.804, -2.611], [-4.293, 2.509, -3.334], [-4.739, 3.740, -2.878], [-4.229, 4.264, -1.697], [-3.280, 3.562, -0.975], [3.221, -1.488, 3.290], [2.810, -0.255, 4.509], [3.954, 0.116, 3.224], [1.430, 1.626, 3.841], [-0.073, 3.207, 3.759], [-1.545, 2.975, 2.778], [-0.208, 3.875, 2.118], [-2.988, 0.843, -2.957], [-4.686, 2.096, -4.254], [-5.480, 4.291, -3.442], [-4.575, 5.225, -1.339], [-2.876, 3.966, -0.057], [5.197, 0.428, -5.755], [6.479, 0.462, -6.260], [6.980, 0.430, -7.558], [8.351, 0.489, -7.687], [9.198, 0.578, -6.568], [8.697, 0.610, -5.286], [7.310, 0.550, -5.134], [6.547, 0.564, -3.984], [5.310, 0.491, -4.389], [4.171, 0.482, -3.473], [4.416, 0.481, -2.100], [3.346, 0.480, -1.232], [2.070, 0.457, -1.643], [1.836, 0.471, -2.959], [2.844, 0.487, -3.902], [4.353, 0.350, -6.292], [6.334, 0.364, -8.424], [8.790, 0.468, -8.676], [10.267, 0.623, -6.726], [9.343, 0.680, -4.422], [5.432, 0.493, -1.736], [3.495, 0.487, -0.159], [0.793, 0.488, -3.256], [2.576, 0.517, -4.949], [-2.427, -3.399, -3.738], [-1.218, -2.614, -3.539], [-0.637, -2.922, -2.168], [-1.241, -3.866, -1.513], [0.322, -2.306, -1.717], [-2.427, -3.916, -4.605], [-3.265, -2.835, -3.700], [-1.978, -4.152, -2.117], [-1.375, -1.534, -3.580], [-0.449, -2.861, -4.272], [-2.917, -4.778, 4.324], [-2.236, -3.697, 3.114], [-1.025, -4.055, 2.523], [-0.458, -3.198, 1.604], [-1.013, -2.033, 1.253], [-2.173, -1.689, 1.826], [-2.815, -2.482, 2.753], [-4.641, -4.345, 4.227], [-5.230, -3.572, 5.216], [-6.582, -3.273, 5.099], [-7.339, -3.688, 4.089], [-6.764, -4.439, 3.155], [-5.425, -4.800, 3.177], [-0.541, -4.991, 2.765], [0.481, -3.452, 1.126], [-2.588, -0.732, 1.529], [-3.748, -2.154, 3.188], [-4.655, -3.213, 6.059], [-7.072, -2.669, 5.853], [-7.405, -4.777, 2.349], [-5.008, -5.424, 2.399]], "lowdin_charge": [1.556, -0.015, -0.445, -0.217, -0.025, -0.303, -0.029, -0.094, 0.073, -0.453, -0.225, -0.154, -0.040, -0.083, -0.083, -0.073, -0.027, 0.083, 0.085, 0.092, 0.103, 0.076, 0.081, 0.093, 0.093, 0.101, 0.105, 0.106, 0.107, 0.169, -0.187, -0.019, -0.081, -0.081, -0.007, -0.220, 0.186, -0.284, -0.110, 0.024, -0.096, -0.035, -0.121, 0.010, 0.152, 0.110, 0.106, 0.105, 0.115, 0.121, 0.112, 0.113, 0.111, 0.026, -0.130, -0.499, 0.159, -0.031, 0.100, 0.102, 0.119, 0.127, 0.143, 1.042, -0.495, -0.067, -0.128, -0.034, -0.096, -0.040, -0.545, -0.080, -0.129, 0.073, -0.131, -0.077, 0.114, 0.120, 0.120, 0.114, 0.110, 0.112, 0.111, 0.111], "multiplicity": 1, "total_charge": 1, "gap_ev": 7.031}



(6)
{"formula": "C2H8N2O2", "method": "ωB97M-V with the def2-TZVPD basis set", "elements": ["O", "C", "N", "C", "N", "H", "H", "H", "H", "H", "H", "H", "H", "O"], "coordinates": [[-2.244, -0.345, 0.827], [-1.308, -0.967, 0.327], [-0.050, -0.554, 0.472], [0.168, 0.879, 0.676], [0.567, 1.497, -0.545], [-1.490, -1.869, -0.276], [0.677, -1.012, -0.093], [-0.728, 1.387, 1.077], [0.940, 0.953, 1.443], [1.032, 2.389, -0.414], [-0.183, 1.581, -1.221], [2.823, -0.754, -1.836], [1.729, 0.140, -1.159], [2.090, -0.760, -1.219]], "lowdin_charge": [0.326, -0.145, 0.122, -0.217, 0.049, 0.208, 0.117, 0.144, 0.150, 0.124, 0.117, 0.068, -0.005, -0.058], "multiplicity": 2, "total_charge": 1, "gap_ev": [10.691, 5.551]}



Calculated calculated total energy in order - -27326.3226, -12227.6718, -91587.5275, -6307.5047, -69874.2332, -9269.5715 eV
Calculated relative energy (zero: lowest compared OMol25 entry of this formula, charge and spin) in order - 32.6, 126.8, 0.0, 269.7, 0.0, 23.9 kcal per mole
Calculated M in order - 121.2, 112.0, 462.9, 78.1, 763.7, 92.1 g mol⁻¹